1.
The following is a DFT calculation (ωB97M-V/def2-TZVPD) of the molecule C2H2NPS at a distorted geometry.

Last column: Löwdin charge in e.
Geometry (Å):
C -0.50209 -1.00300 0.00270  -0.37
C -0.55200 0.88264 0.04956  -0.40
S 1.02252 1.46553 -0.01324  0.81
N 1.82206 0.08251 0.06522  -0.78
P 1.13590 -1.42452 -0.04016  0.73
H -1.46636 -1.39733 0.26957  -0.02
H -1.46002 1.39416 -0.33365  0.02

## Properties
SMILES	c1csnp1
2S+1	1
total energy	-871.589886	Ha
E_HOMO (spin up / spin down)	-0.339 / -0.339	Ha
total charge	0



2.
The following is a DFT calculation (ωB97M-V/def2-TZVPD) of a cluster of 2 separate species, C3H8OS in total.

Last column: Löwdin charge in e.
Geometry (Å):
C -0.41244 3.16179 1.88999  -0.14
O 0.56497 3.12225 1.19871  0.00
H -1.45281 3.09614 1.53028  0.08
H -0.32058 3.27063 2.95954  0.07
C -0.09422 -2.67920 -1.30895  -0.42
S -0.01027 -1.80723 0.29483  0.71
C 0.47393 -0.17877 -0.33619  -0.43
H -0.60225 -2.00693 -1.99569  0.02
H -0.69277 -3.58076 -1.19686  0.02
H 0.90047 -2.94488 -1.65519  0.03
H 1.54731 -0.09979 -0.33344  0.03
H 0.04961 0.01679 -1.30865  0.03
H 0.04906 0.62996 0.26161  0.01

## Properties
SMILES	C=O.CSC
2S+1	1
total energy	-592.480790	Ha
E_HOMO	-0.310	Ha
total charge	0



3.
The following is a DFT calculation (ωB97M-V/def2-TZVPD) of a cluster of 2 separate species, C7H10O in total at a distorted geometry.

Last column: Löwdin charge in e.
Geometry (Å):
C -0.45206 -0.10643 -1.87185  -0.11
C -0.44914 1.24754 -2.00863  -0.12
C -0.67225 2.07624 -0.90692  -0.11
C -1.12156 1.57636 0.31390  -0.07
C -1.16286 0.15746 0.47052  -0.12
C -0.86646 -0.63253 -0.65792  -0.12
H -0.30242 -0.70536 -2.82161  0.13
H -0.37160 1.85202 -2.96907  0.13
H -0.38142 3.10740 -1.00796  0.09
H -1.28622 2.20179 1.17381  0.09
H -1.47868 -0.35045 1.39365  0.10
H -1.02467 -1.70797 -0.50365  0.11
C 1.68526 -1.11213 1.57982  -0.22
O 2.11693 -2.33085 2.10518  -0.15
H 2.13076 -0.40804 2.30231  0.09
H 2.09500 -0.85824 0.68193  0.04
H 0.60893 -0.74271 1.65308  0.07
H 1.30932 -2.98070 1.74240  0.17

## Properties
SMILES	c1ccccc1.CO
2S+1	1
total energy	-347.892594	Ha
E_HOMO	-0.342	Ha
total charge	0